<1>
Entry from the Open Molecules 2025 dataset: a structure of composition C3H4S2 (the ωB97M-V functional and the def2-TZVPD basis).

Values from the calculation:
molecular weight	104.2	g mol⁻¹
HOMO	-7.694	eV
Kohn-Sham gap	8.4	eV

```
9
C3H4S2 the ωB97M-V functional and the def2-TZVPD basis
C 0.116 -1.452 -0.032
C 0.504 1.222 -0.128
C -0.840 1.152 -0.134
H 0.085 -2.079 0.875
H 0.197 -2.453 -0.847
H 1.222 2.257 0.364
H -1.312 2.207 0.046
S 1.407 -0.333 -0.083
S -1.380 -0.521 -0.062
```


<2>
Entry from the Open Molecules 2025 dataset: an isolated molecule of C3H4S2 (the ωB97M-V functional and the def2-TZVPD basis).

Values from the calculation:
molecular weight	104.2	g mol⁻¹
HOMO	-8.857	eV
Kohn-Sham gap	8.0	eV
structure (SMILES)	C=CC(=S)S

```
9
C3H4S2 the ωB97M-V functional and the def2-TZVPD basis
C 1.174 0.285 -0.505
C 0.464 0.099 0.572
C -0.953 -0.131 0.635
S -1.644 -0.176 2.109
S -1.913 -0.256 -0.771
H 2.266 0.439 -0.497
H 0.638 0.278 -1.488
H 0.927 0.162 1.576
H -0.958 -0.700 -1.631
```


So which one wins? Going from most stable to least: <2>, <1>.